Molecular formula: C27H42IN2O8P2Zr
Method: DFT, wB97M-V/def2-TZVPD

Geometry as XYZ:
```
83
Properties=species:S:1:pos:R:3:forces:R:3
Zr -0.5340 0.6850 -0.8425 -1.0262 -0.0350 -0.4672
C 2.1500 3.9152 -1.9511 -0.0591 0.1242 -0.0374
C 0.8548 4.3128 -1.3031 0.2860 0.0918 -0.0592
N 0.7464 5.5423 -0.8114 -0.1748 0.1109 0.0941
C -0.4073 5.9549 -0.2968 0.4581 0.0470 -0.1335
C -1.5408 5.1662 -0.1777 -0.3000 -0.0060 0.1581
C -2.7152 5.8362 0.5072 -0.0811 -0.1641 -0.1704
O -3.9452 5.1701 0.2780 0.1580 -0.0788 -0.0348
C -1.4349 3.8377 -0.6314 -0.3297 -0.2701 0.0315
C -2.5619 2.9172 -0.5383 0.2719 0.0496 -0.1327
N -2.4327 1.6214 -0.5772 -0.5706 0.2603 0.0342
C -3.6011 0.7816 -0.6592 0.0656 0.0915 -0.0932
C -4.6334 0.8696 0.2596 -0.0708 0.0611 0.1861
C -5.7454 0.0505 0.1284 -0.0585 -0.0630 -0.0364
C -5.8320 -0.8580 -0.9206 -0.0485 0.0074 0.0285
C -4.8016 -0.9616 -1.8480 -0.1143 0.0027 0.1019
C -3.6990 -0.1426 -1.6981 0.2441 -0.0477 -0.1696
I -2.1698 -0.2560 -3.1610 -0.3303 -0.0320 -0.2060
C -0.2202 3.4422 -1.2380 -0.1651 -0.2175 -0.3261
O -0.1007 2.2083 -1.8624 0.4406 1.5123 -0.3435
H 2.9264 4.6153 -1.6490 -0.0385 -0.0134 -0.0099
H 2.0608 3.9598 -3.0402 -0.0155 -0.0056 0.0486
H 2.4431 2.8994 -1.6870 -0.0019 -0.0374 0.0369
H -0.4343 6.9842 0.0472 0.0443 -0.0289 -0.0163
H -2.7589 6.8593 0.1347 -0.0001 0.0804 -0.0666
H -2.4997 5.8972 1.5746 0.0359 -0.0360 0.1765
H -4.6718 5.7518 0.5304 0.0329 -0.0214 0.0013
H -3.5517 3.3433 -0.4622 -0.1982 0.1365 0.0619
H -4.5658 1.5852 1.0719 -0.0100 -0.0371 -0.0099
H -6.5523 0.1277 0.8466 0.0267 0.0048 -0.0475
H -6.7085 -1.4857 -1.0305 0.0492 0.0515 0.0184
H -4.8781 -1.6509 -2.6790 0.0144 0.0029 0.0480
C 4.7307 -0.2278 2.0324 -0.1032 -0.1427 -0.1219
C 4.2639 1.1470 1.6341 0.1252 -0.0053 0.0439
C 4.9571 1.7538 0.4464 -0.1112 0.0085 -0.1385
O 2.7578 1.1199 1.3406 0.3798 -0.1663 0.1666
P 1.7211 0.2105 0.7402 0.2449 0.2478 0.1954
O 0.3288 0.8362 0.9799 0.6002 0.0761 0.3539
C 1.6306 -1.4864 1.2647 -0.2357 -0.0928 0.0832
P 0.1013 -2.2597 0.5835 -0.1047 -0.0589 -0.1511
O -0.5206 -1.3175 -0.4632 0.2545 -1.4017 0.5117
O 0.4619 -3.5681 -0.1196 0.2653 -0.0872 0.0245
C 0.9132 -4.8656 0.5537 -0.0880 -0.0142 0.0524
C 2.3813 -5.0338 0.2699 0.1061 0.0277 -0.0967
C 0.0386 -5.9469 -0.0143 -0.0688 -0.0234 -0.1427
O -0.8028 -2.4881 1.7975 -0.2609 0.2295 0.2158
C -2.2094 -1.9769 2.0443 -0.0671 -0.2947 0.0283
C -3.1635 -2.7986 1.2154 0.0383 -0.1251 -0.0203
C -2.4270 -2.0659 3.5293 0.0978 -0.1234 0.0968
O 1.7649 0.2216 -0.8607 0.0682 -0.2885 -0.0104
C 2.2218 -0.7674 -1.9630 0.4236 0.1021 0.0795
C 2.2358 0.0405 -3.2300 0.1456 0.0795 -0.0102
C 3.5557 -1.3788 -1.6249 0.0500 -0.0021 0.0263
H 5.7374 -0.1400 2.4411 0.0128 -0.0026 -0.0181
H 4.7872 -0.9046 1.1700 -0.0153 0.0908 0.1217
H 4.1033 -0.6621 2.8147 0.0746 0.0591 -0.0366
H 4.2941 1.8285 2.4771 -0.1311 0.0098 0.0950
H 4.8491 1.1336 -0.4464 0.0463 0.0617 0.0780
H 6.0215 1.8300 0.6732 -0.0164 0.0131 0.0104
H 4.5827 2.7555 0.2348 0.0206 -0.0484 0.0234
H 1.5538 -1.5047 2.3577 0.0587 -0.0181 -0.0721
H 2.5136 -2.0441 0.9586 0.0143 -0.0216 0.0412
H 0.7224 -4.7417 1.6199 -0.0352 0.1003 0.0224
H 2.5717 -4.9796 -0.8044 -0.0022 -0.0331 0.0682
H 2.6910 -6.0214 0.6149 0.0035 0.0358 -0.0010
H 3.0050 -4.3035 0.7933 -0.0699 -0.0259 -0.0453
H 0.2024 -6.0468 -1.0893 -0.0184 -0.0228 0.0653
H -1.0174 -5.7455 0.1703 0.0660 -0.0119 0.0023
H 0.2937 -6.8940 0.4641 -0.0101 0.0352 -0.0224
H -2.2117 -0.9402 1.7281 0.1377 0.2974 -0.1609
H -3.1049 -3.8487 1.5066 -0.0448 0.0305 -0.0075
H -2.9575 -2.7155 0.1452 -0.0026 0.0264 0.0526
H -4.1838 -2.4526 1.3947 0.0681 -0.0092 -0.0043
H -2.3384 -3.1015 3.8615 -0.0360 0.0496 0.0183
H -3.4343 -1.7170 3.7638 0.0455 -0.0089 -0.0215
H -1.7131 -1.4531 4.0815 -0.0483 -0.0324 -0.0475
H 1.4487 -1.5248 -1.9845 -0.2802 -0.1222 0.0878
H 3.0861 0.7225 -3.2491 -0.0126 0.0031 -0.0139
H 1.3312 0.6268 -3.3734 -0.1455 0.0403 -0.0174
H 2.3269 -0.6514 -4.0674 0.0260 0.0119 -0.0296
H 4.2846 -0.6181 -1.3486 -0.0060 -0.0222 -0.0478
H 3.9287 -1.8687 -2.5263 -0.0050 -0.0150 0.0248
H 3.4997 -2.1450 -0.8517 0.0108 0.0436 -0.0179
```
Forces are in eV/Å.

Output
HOMO, eV: -16.504
Kohn-Sham gap, eV: 6.97
Net charge: +3

=====

Molecular formula: C27H43BF6IrN6O7S5SeSi
Method: DFT, wB97M-V/def2-TZVPD

Geometry as XYZ:
```
98
Properties=species:S:1:pos:R:3:forces:R:3
Ir 0.6108 -0.2731 0.7360 0.1934 -0.5779 -1.2682
F 2.2547 4.2131 2.7037 0.0853 0.0625 0.0605
C 1.9096 3.3166 3.6238 0.0269 -0.1864 -0.1422
F 1.2079 3.9062 4.5781 0.0384 0.0998 0.0588
F 3.0037 2.7737 4.1396 0.1059 0.0222 0.1131
S 0.8691 2.0416 2.8083 0.0122 0.2082 0.0278
O 1.8280 1.3147 1.9438 -0.5162 -0.0528 -0.0673
O -0.1339 2.8109 2.1486 -0.0458 -0.0039 0.0008
N 0.3108 1.2153 4.0070 0.0460 -0.0759 -0.1276
S 0.5337 -0.3253 4.2560 -0.0877 -0.2296 -0.3626
O 0.7375 -1.0756 3.0110 -0.0211 0.3476 0.5853
O -0.4182 -0.8359 5.1808 -0.0672 0.0699 -0.0129
C 2.1424 -0.3753 5.1693 -0.2144 0.1888 -0.1458
F 2.1045 0.5781 6.1022 0.1782 -0.0769 -0.0513
F 2.3142 -1.5435 5.7550 0.0352 -0.1561 0.0557
F 3.1443 -0.1395 4.3283 0.1002 0.0349 0.0839
C 3.5399 0.9631 -1.2361 -0.0516 -0.0599 -0.1685
N 3.5362 -0.3946 -1.7668 0.0066 0.0667 0.2265
C 4.6591 -1.1326 -2.0745 -0.0265 0.1238 0.0441
C 4.2294 -2.3671 -2.4184 -0.0899 -0.1153 -0.0166
N 2.8590 -2.3887 -2.3194 -0.0935 -0.0852 0.1010
B 1.9878 -3.6545 -2.6227 0.0529 -0.0960 -0.0447
N 0.9063 -3.9224 -1.4987 -0.0167 0.0168 -0.0952
C -0.2255 -4.6416 -1.8210 0.1891 0.1130 -0.1259
C -1.0184 -4.6972 -0.7310 -0.0058 0.0162 0.1880
N -0.3644 -4.0106 0.2689 -0.2025 0.0927 0.1017
C -0.9205 -3.7296 1.5893 0.0718 -0.0979 -0.0817
C 0.8090 -3.5424 -0.2172 0.0620 -0.2584 -0.1489
S 1.9655 -2.6529 0.7174 -0.5872 0.5147 0.0654
C 2.4474 -1.1836 -1.9116 0.2354 -0.0052 -0.2890
S 0.8075 -0.6874 -1.6903 0.0901 0.4728 0.5424
H 4.5583 1.3410 -1.2627 0.0016 -0.0220 -0.0497
H 3.1845 0.9759 -0.2102 -0.0231 -0.0464 0.1423
H 2.8926 1.6046 -1.8308 -0.0043 -0.0199 -0.0381
H 5.6507 -0.7157 -2.0251 -0.0800 -0.0023 0.0139
H 4.7843 -3.2347 -2.7333 -0.0762 0.0436 0.0580
H 1.3728 -3.4803 -3.6507 0.0384 -0.0480 0.1028
H 2.7421 -4.6003 -2.6751 -0.0474 0.1257 -0.0281
H -0.3707 -5.0439 -2.8111 0.0454 0.0692 0.1212
H -1.9728 -5.1707 -0.5731 0.0561 0.0774 0.0200
H -1.9444 -4.0928 1.6101 -0.0020 -0.0180 -0.0328
H -0.9143 -2.6613 1.7805 -0.0084 0.1234 -0.0209
H -0.3388 -4.2185 2.3648 0.0743 -0.0565 0.0124
Se 2.3759 -3.9909 3.3918 0.0219 -0.1553 0.2024
C 3.8323 -5.1920 3.1889 -0.0910 0.1347 -0.0014
C 3.7689 -6.2949 2.3436 -0.0201 -0.0489 -0.0558
C 4.8588 -7.1497 2.2795 0.1289 0.0410 0.0734
N 5.9742 -6.9849 2.9940 -0.1247 0.1163 0.0294
C 6.0250 -5.9235 3.8025 -0.0292 -0.1169 -0.1240
C 4.9976 -4.9995 3.9261 0.0859 -0.0133 0.0114
H 2.8841 -6.4812 1.7482 0.0266 -0.0271 0.0338
H 4.8352 -8.0183 1.6291 -0.0080 0.0389 0.0063
H 6.9411 -5.8048 4.3728 -0.0450 0.0100 -0.0067
H 5.0949 -4.1465 4.5864 0.0185 -0.0464 -0.0330
C -5.1853 1.2489 -2.9889 -0.0558 0.0821 -0.0341
C -4.4041 0.6821 -1.8139 0.0555 -0.0717 -0.0366
C -5.3403 0.2991 -0.6785 0.0140 -0.0095 0.0968
C -3.5778 -0.5161 -2.2688 0.1968 0.1352 -0.0269
O -3.5686 1.7491 -1.3325 -0.0388 -0.0601 -0.0537
Si -2.0423 2.0008 -0.8498 0.1673 0.0409 -0.2204
S -1.6077 0.3932 0.5528 0.3828 -0.4037 0.4624
O -0.9064 1.8928 -2.0094 -0.2305 0.0814 0.0253
C -0.5779 2.8121 -3.0783 0.0324 0.0455 -0.0019
C 0.2407 3.9706 -2.5125 -0.0447 -0.0353 0.1751
C 0.2515 2.0150 -4.0709 0.0717 -0.1195 -0.0095
C -1.8420 3.3302 -3.7610 -0.0261 -0.0931 0.1191
O -1.9850 3.4763 -0.2118 0.1135 0.1590 0.0531
C -2.8913 4.3323 0.5170 -0.1206 -0.1187 0.0405
C -2.0322 5.4240 1.1342 0.1025 -0.0394 0.0212
C -3.6027 3.5219 1.5956 0.1037 -0.1422 -0.1067
C -3.8894 4.9202 -0.4709 -0.0115 -0.0208 -0.0882
H -5.9263 0.5244 -3.3350 0.0421 0.0455 0.0015
H -4.5117 1.4822 -3.8161 -0.0433 0.0080 0.0308
H -5.7021 2.1641 -2.6901 0.0230 -0.0598 -0.0276
H -6.0309 -0.4844 -1.0002 0.0368 0.0367 0.0350
H -5.9196 1.1697 -0.3616 0.0146 -0.0571 -0.0136
H -4.7638 -0.0660 0.1760 -0.0578 0.0139 -0.0512
H -4.2274 -1.2564 -2.7390 0.0272 0.0077 0.0117
H -3.0671 -0.9851 -1.4261 -0.0191 -0.0223 -0.0145
H -2.8197 -0.2010 -2.9951 -0.1070 -0.0596 0.0542
H 0.9594 3.5934 -1.7786 -0.0150 0.0102 -0.1220
H -0.4016 4.6911 -2.0037 0.0408 -0.0262 0.0002
H 0.7822 4.4766 -3.3158 -0.0567 -0.0015 0.0480
H 1.2227 1.7466 -3.6453 -0.0908 0.0262 -0.0320
H 0.4108 2.6057 -4.9752 0.0442 -0.0358 0.0185
H -0.2664 1.0904 -4.3355 0.0210 0.0552 -0.0152
H -2.5263 3.7708 -3.0317 0.0337 0.0179 -0.0409
H -2.3600 2.5177 -4.2768 0.0129 0.0499 0.0242
H -1.5785 4.0986 -4.4921 -0.0153 -0.0656 0.0261
H -1.2696 4.9728 1.7697 -0.0415 0.0556 -0.0013
H -2.6458 6.1021 1.7330 0.0249 -0.0474 -0.0569
H -1.5358 6.0006 0.3497 -0.0236 -0.0237 0.0428
H -2.8638 3.0258 2.2282 -0.0279 0.0365 0.0278
H -4.2398 2.7587 1.1360 0.0270 0.0815 0.0690
H -4.2221 4.1715 2.2164 0.0016 -0.0272 -0.0281
H -3.3702 5.5325 -1.2135 -0.0363 -0.0303 0.0372
H -4.6134 5.5497 0.0522 0.0395 -0.0210 -0.0324
H -4.4219 4.1185 -0.9874 -0.0090 0.0702 0.0495
```
Forces are in eV/Å.

Output
<S²>: 8.776
Multiplicity: 6
HOMO (alpha / beta), eV: -7.421 / -8.267
Kohn-Sham gap (alpha / beta), eV: 7.74 / 5.70
Net charge: 0

=====

> net charge of number 2 (C27H43BF6IrN6O7S5SeSi)?

0